(1)
{"formula": "C5H10O", "method": "the ωB97M-V functional and the def2-TZVPD basis", "spin_multiplicity": 1, "total_charge": 0, "e_lumo_ev": -0.57, "gap_ha": 0.30617, "e_tot_ha": -271.5994, "homo_ev": -8.91, "elements": ["C", "C", "C", "C", "C", "O", "H", "H", "H", "H", "H", "H", "H", "H", "H", "H"], "positions_angstrom": [[-2.190, -0.136, 1.102], [-0.730, 0.211, 0.755], [-0.303, -0.614, -0.396], [1.837, 1.236, -1.350], [0.666, -1.637, -0.250], [0.215, -2.598, 0.377], [-2.258, -1.179, 1.422], [-2.538, 0.505, 1.918], [-2.837, 0.003, 0.232], [-0.704, 1.254, 0.409], [-0.099, 0.124, 1.650], [0.930, 0.708, -1.673], [2.048, 1.039, -0.295], [2.680, 0.898, -1.956], [1.688, 2.308, -1.493], [1.643, -1.640, -0.768]], "atomic_forces_ev_per_a": [[-0.1510, -0.0318, 0.0106], [0.1256, -0.0196, -0.0335], [0.0225, -0.0419, 0.2577], [0.0412, 0.0121, 0.0227], [-0.1290, -0.0513, 0.0036], [0.1493, 0.1959, -0.1453], [-0.0069, 0.1582, -0.0375], [0.0634, -0.0885, -0.1166], [0.0865, -0.0176, 0.1207], [-0.0113, -0.1085, -0.0039], [-0.0452, -0.0234, -0.1459], [0.1315, 0.0898, 0.0145], [-0.0321, 0.0308, -0.1578], [-0.1154, 0.0437, 0.0799], [0.0104, -0.1380, 0.0190], [-0.1396, -0.0098, 0.1119]]}



(2)
{"formula": "C4H13N2O", "method": "the ωB97M-V functional and the def2-TZVPD basis", "spin_multiplicity": 1, "total_charge": 1, "e_lumo_ev": -3.04, "gap_ha": 0.41056, "smiles": "C[C@H](O)[C@@H]([NH3+])CN", "e_tot_ha": -344.7096, "homo_ev": -14.21, "elements": ["N", "C", "C", "C", "O", "C", "N", "H", "H", "H", "H", "H", "H", "H", "H", "H", "H", "H", "H", "H"], "positions_angstrom": [[1.308, -0.686, -0.196], [0.215, 0.291, 0.017], [-1.061, -0.432, 0.570], [-1.068, -0.642, 2.058], [-1.024, -1.674, -0.138], [-0.025, 1.086, -1.283], [1.321, 1.477, -1.709], [2.079, -0.163, -0.636], [1.653, -0.999, 0.707], [1.010, -1.380, -0.879], [0.513, 0.903, 0.859], [-1.832, 0.211, 0.177], [-0.298, -1.281, 2.461], [-1.029, 0.328, 2.573], [-2.082, -0.938, 2.338], [-1.803, -2.232, -0.037], [-0.687, 1.885, -0.999], [-0.287, 0.288, -1.967], [1.714, 2.271, -1.220], [1.383, 1.689, -2.696]], "atomic_forces_ev_per_a": [[0.6727, 1.0581, -0.0200], [-1.2333, -0.0915, 1.1601], [1.6725, -0.6454, -1.3353], [-1.3111, 1.4877, 0.3228], [0.0030, -0.0766, -0.3117], [2.4473, -1.3295, 1.4296], [0.2704, 0.4089, -0.3798], [-0.1312, 0.2275, -0.2880], [-0.2019, -0.9047, -0.2154], [-0.0985, -0.7193, 0.5317], [0.4844, 0.6167, -0.1177], [-0.9157, 0.0428, 0.3871], [0.0950, -0.3881, -0.0975], [0.4015, -0.0338, -0.1585], [0.2461, -0.7171, 0.1088], [-0.1339, 0.2847, 0.2066], [-0.7114, 0.1983, -0.7090], [-1.1885, 0.5152, -0.5912], [-0.2616, 0.1108, 0.1007], [-0.1059, -0.0446, -0.0233]]}



(3)
{"formula": "C23H24CoN7O2S", "method": "the ωB97M-V functional and the def2-TZVPD basis", "spin_multiplicity": 5, "total_charge": 2, "e_lumo_ev": [-5.88, -7.29], "gap_ha": [0.25883, 0.22614], "e_tot_ha": -3205.0609, "homo_ev": [-12.92, -13.45], "elements": ["Co", "O", "C", "N", "C", "C", "C", "C", "C", "C", "N", "C", "O", "C", "C", "C", "C", "C", "N", "C", "C", "C", "C", "C", "N", "H", "H", "H", "H", "H", "H", "H", "H", "H", "H", "H", "H", "S", "C", "C", "N", "C", "H", "H", "H", "N", "C", "C", "N", "H", "H", "H", "H", "H", "H", "H", "H", "H"], "positions_angstrom": [[-0.235, 0.473, 0.200], [-1.996, 2.221, -3.017], [-1.648, 1.632, -2.024], [-0.425, 1.183, -1.535], [0.694, 1.194, -2.290], [0.803, 1.440, -3.646], [2.057, 1.432, -4.285], [3.212, 1.099, -3.591], [3.176, 0.786, -2.215], [1.920, 0.895, -1.546], [1.605, 0.507, -0.300], [2.542, 0.041, 0.644], [3.763, 0.155, 0.515], [1.880, -0.571, 1.787], [2.556, -1.275, 2.735], [1.821, -1.914, 3.760], [0.478, -1.591, 3.925], [-0.100, -0.685, 3.025], [0.566, -0.235, 1.940], [-2.677, 1.368, -1.004], [-3.953, 1.938, -1.140], [-4.898, 1.602, -0.182], [-4.592, 0.767, 0.865], [-3.292, 0.367, 0.998], [-2.324, 0.637, 0.094], [-0.066, 1.652, -4.262], [2.026, 1.579, -5.367], [4.161, 0.992, -4.125], [4.063, 0.690, -1.576], [3.640, -1.296, 2.748], [2.369, -2.599, 4.448], [-0.082, -1.894, 4.846], [-1.125, -0.277, 3.192], [-4.207, 2.537, -2.016], [-5.851, 1.995, -0.366], [-5.306, 0.544, 1.689], [-2.964, -0.357, 1.758], [0.043, 5.157, 0.368], [-1.108, 4.819, 1.577], [-1.140, 3.477, 1.819], [-0.154, 2.723, 1.147], [0.553, 3.534, 0.444], [-1.717, 5.502, 2.094], [-1.850, 2.940, 2.517], [1.547, 3.326, 0.092], [1.320, -5.191, 0.160], [0.263, -3.994, 0.252], [0.538, -3.014, -0.833], [-0.528, -1.973, -0.854], [1.161, -5.904, 0.887], [2.278, -4.815, 0.326], [1.335, -5.609, -0.793], [0.367, -3.497, 1.216], [-0.746, -4.475, 0.096], [0.621, -3.635, -1.818], [1.558, -2.537, -0.731], [-1.446, -2.407, -0.915], [-0.487, -1.453, -1.733]], "atomic_forces_ev_per_a": [[-1.4646, 0.1998, 2.0375], [0.9734, -0.0391, -0.7550], [0.1287, -0.0102, 0.9089], [-0.3291, 0.9366, -3.1560], [0.6578, 0.3038, 0.1775], [0.8007, 0.5232, -1.8453], [-2.2667, -0.3799, 0.0949], [1.2533, -0.8666, 1.6424], [-0.2040, 1.4921, -0.5381], [-0.0015, -0.9605, -0.5976], [2.5226, -0.7759, 0.9765], [1.6057, 1.5948, -2.8328], [-1.5349, -0.6065, 0.7604], [-1.4684, 0.7290, 1.1697], [0.1140, -1.0883, 1.1991], [0.7283, 0.0825, 0.1064], [-0.2883, 0.2025, 0.8771], [0.0481, 0.3102, -0.3082], [-0.2034, -1.3921, 1.2234], [-1.2910, 0.1736, 1.6636], [0.7438, -1.0570, 0.1307], [0.6474, 0.2559, -0.9307], [-0.7398, 0.3273, 1.5403], [1.5554, -1.2992, -0.3531], [-1.4442, 0.3998, -0.5187], [0.0744, -0.0002, 0.3406], [0.4121, 0.1113, 0.3571], [-0.3384, 0.2555, 0.2452], [-0.3793, -0.3597, -0.7427], [-0.0957, -0.2837, -0.3793], [-0.6824, 0.7654, -0.4423], [0.5074, 0.0723, -1.1584], [0.9760, -0.4654, -0.2593], [0.2247, -0.1590, 0.3322], [-1.4368, 0.3571, 0.2884], [0.4776, 0.0347, -0.9889], [-0.3597, 0.6354, -0.0043], [0.4028, 0.3123, 0.6639], [-0.1139, -1.8396, -0.1993], [-0.2647, -1.0775, 0.3998], [-1.3353, 0.1560, 1.0633], [0.8645, 0.8462, -0.5870], [-0.6534, 0.9965, 0.0725], [1.0009, 0.8373, -0.9358], [-0.0156, -0.4999, -0.7744], [0.0099, 1.4566, 0.1060], [-0.2144, -1.5278, 0.0381], [0.8187, 0.0361, -2.5746], [0.6441, -0.4508, -0.2580], [-0.1303, 0.1247, -0.4413], [-0.6837, -0.2343, -0.1279], [-0.2329, 0.1324, 0.7663], [-0.0671, -0.5349, 0.2412], [1.0978, 0.4466, 0.4788], [-0.3258, 1.1569, 1.2526], [-1.1201, -0.2462, 0.1133], [0.0194, -0.1167, 0.2866], [0.3758, 0.0069, 0.1548]]}



Which formula does entry 2 have? C4H13N2O